{"formula": "C78H78", "method": "ωB97M-V/def2-TZVPD", "charge": 0, "molar_mass_g_mol": 1015.5, "lumo_ha": 0.0254, "e_tot_ha": -3018.88083, "homo_ev": -9.00, "species": ["C", "C", "C", "C", "C", "C", "H", "H", "H", "H", "H", "H", "C", "C", "C", "C", "C", "C", "H", "H", "H", "H", "H", "H", "C", "C", "C", "C", "C", "C", "H", "H", "H", "H", "H", "H", "C", "C", "C", "C", "C", "C", "H", "H", "H", "H", "H", "H", "C", "C", "C", "C", "C", "C", "H", "H", "H", "H", "H", "H", "C", "C", "C", "C", "C", "C", "H", "H", "H", "H", "H", "H", "C", "C", "C", "C", "C", "C", "H", "H", "H", "H", "H", "H", "C", "C", "C", "C", "C", "C", "H", "H", "H", "H", "H", "H", "C", "C", "C", "C", "C", "C", "H", "H", "H", "H", "H", "H", "C", "C", "C", "C", "C", "C", "H", "H", "H", "H", "H", "H", "C", "C", "C", "C", "C", "C", "H", "H", "H", "H", "H", "H", "C", "C", "C", "C", "C", "C", "H", "H", "H", "H", "H", "H", "C", "C", "C", "C", "C", "C", "H", "H", "H", "H", "H", "H"], "xyz": [[-5.002, 2.100, -0.558], [-5.318, 2.255, -1.905], [-4.286, 2.274, -2.880], [-3.001, 2.171, -2.489], [-2.690, 1.979, -1.211], [-3.662, 1.941, -0.230], [-5.785, 2.221, 0.184], [-6.350, 2.490, -2.183], [-4.560, 2.451, -3.900], [-2.309, 2.352, -3.326], [-1.659, 1.913, -0.865], [-3.411, 1.716, 0.830], [4.680, 1.647, -4.225], [3.982, 0.526, -3.680], [4.005, 0.287, -2.299], [4.847, 1.038, -1.423], [5.517, 2.034, -2.017], [5.372, 2.415, -3.350], [4.553, 1.916, -5.231], [3.243, -0.045, -4.204], [3.352, -0.452, -1.822], [4.930, 0.842, -0.344], [6.033, 2.706, -1.386], [5.917, 3.243, -3.725], [0.412, -4.743, 0.696], [-0.798, -4.689, 0.046], [-1.161, -5.627, -0.881], [-0.168, -6.547, -1.314], [1.024, -6.626, -0.669], [1.316, -5.719, 0.350], [0.652, -3.885, 1.341], [-1.534, -3.904, 0.295], [-2.168, -5.600, -1.193], [-0.393, -7.331, -2.054], [1.875, -7.239, -1.105], [2.245, -5.670, 0.869], [2.168, 4.234, -1.801], [0.829, 4.167, -1.930], [0.098, 5.368, -2.023], [0.661, 6.630, -1.938], [2.071, 6.600, -1.881], [2.870, 5.462, -1.851], [2.677, 3.319, -1.893], [0.365, 3.206, -1.950], [-0.955, 5.279, -2.037], [0.127, 7.621, -1.977], [2.549, 7.591, -1.852], [3.883, 5.502, -1.698], [-0.874, 0.255, -4.061], [0.223, 1.079, -4.003], [0.503, 1.953, -5.049], [-0.283, 1.917, -6.166], [-1.359, 1.040, -6.281], [-1.654, 0.229, -5.200], [-1.219, -0.259, -3.200], [1.028, 0.962, -3.255], [1.160, 2.778, -4.978], [-0.021, 2.597, -6.980], [-1.942, 0.990, -7.224], [-2.494, -0.481, -5.254], [-3.825, -1.007, 3.564], [-4.014, -2.155, 2.797], [-3.266, -3.341, 3.006], [-2.116, -3.275, 3.797], [-1.911, -2.141, 4.589], [-2.723, -1.025, 4.447], [-4.459, -0.092, 3.464], [-4.755, -2.179, 2.036], [-3.509, -4.158, 2.379], [-1.513, -4.148, 3.987], [-1.026, -2.183, 5.169], [-2.527, -0.155, 5.045], [1.372, -1.907, 5.913], [1.055, -0.700, 5.187], [0.378, 0.332, 5.814], [0.076, 0.176, 7.171], [0.439, -0.914, 7.879], [1.120, -1.952, 7.273], [1.798, -2.756, 5.386], [1.302, -0.652, 4.147], [-0.025, 1.252, 5.330], [-0.556, 0.899, 7.655], [0.347, -1.078, 8.978], [1.415, -2.811, 7.859], [-3.953, -2.373, -3.338], [-4.085, -1.372, -2.391], [-4.454, -1.716, -1.098], [-4.841, -3.068, -0.792], [-4.832, -4.051, -1.816], [-4.303, -3.715, -3.049], [-3.763, -2.132, -4.407], [-3.805, -0.370, -2.630], [-4.503, -0.855, -0.381], [-5.319, -3.379, 0.138], [-5.211, -5.017, -1.720], [-4.258, -4.551, -3.779], [-0.552, 0.165, 1.487], [-1.053, -0.883, 0.701], [-0.408, -1.232, -0.453], [0.749, -0.536, -0.855], [1.243, 0.503, -0.126], [0.566, 0.819, 1.081], [-1.029, 0.336, 2.494], [-1.842, -1.542, 1.003], [-0.784, -2.020, -1.057], [1.103, -0.918, -1.826], [2.143, 1.013, -0.409], [0.971, 1.626, 1.708], [2.952, 4.446, 1.590], [2.205, 4.548, 2.778], [2.347, 3.566, 3.793], [3.204, 2.491, 3.633], [3.881, 2.300, 2.403], [3.748, 3.250, 1.403], [2.834, 5.210, 0.878], [1.493, 5.402, 2.967], [1.682, 3.764, 4.647], [3.436, 1.757, 4.368], [4.488, 1.385, 2.303], [4.385, 3.221, 0.553], [1.876, -2.702, -3.873], [1.748, -2.294, -5.190], [0.601, -2.653, -5.922], [-0.374, -3.443, -5.396], [-0.324, -3.659, -3.996], [0.752, -3.212, -3.235], [2.849, -2.534, -3.351], [2.580, -1.772, -5.645], [0.508, -2.448, -6.996], [-1.176, -3.799, -6.048], [-1.177, -4.123, -3.459], [0.751, -3.263, -2.115], [4.383, -2.271, 3.338], [4.769, -3.529, 2.943], [4.389, -4.073, 1.735], [3.565, -3.376, 0.841], [3.136, -2.098, 1.248], [3.611, -1.529, 2.437], [4.699, -1.900, 4.264], [5.359, -4.065, 3.702], [4.786, -5.053, 1.532], [3.472, -3.670, -0.251], [2.414, -1.538, 0.714], [3.219, -0.522, 2.726], [-3.738, 3.812, 4.212], [-3.986, 4.722, 3.172], [-3.060, 4.865, 2.126], [-1.921, 4.063, 2.066], [-1.696, 3.114, 3.090], [-2.629, 2.967, 4.136], [-4.510, 3.640, 5.018], [-4.851, 5.396, 3.284], [-3.304, 5.525, 1.280], [-1.168, 4.129, 1.334], [-0.811, 2.464, 3.055], [-2.367, 2.246, 4.889]], "mulliken_charge": [-0.85, -0.57, -0.66, -0.60, 0.83, -0.55, 0.46, 0.37, 0.47, 0.40, 0.28, 0.40, -0.83, 0.18, 0.20, -0.92, -0.51, -0.60, 0.52, 0.25, 0.29, 0.45, 0.43, 0.47, -0.68, 0.34, -1.02, -0.31, -0.75, -0.18, 0.41, 0.40, 0.64, 0.35, 0.28, 0.57, 0.45, -0.19, -0.57, -0.85, -0.16, -0.90, 0.00, 0.54, 0.51, 0.37, 0.26, 0.58, 0.83, 1.13, -0.94, -0.69, -0.77, -0.58, -0.04, -0.11, 0.50, 0.33, 0.40, -0.01, -0.84, -0.07, -1.06, -0.34, -0.41, 0.16, 0.36, 0.55, 0.39, 0.47, 0.33, 0.46, -0.86, -0.16, -0.11, -0.53, -0.55, -0.27, 0.45, 0.54, 0.35, 0.41, 0.30, 0.39, -0.32, 0.39, 0.31, -0.58, -0.86, -0.52, 0.29, -0.08, 0.11, 0.43, 0.52, 0.33, 0.60, -0.18, -0.34, 0.86, -0.05, 0.63, -0.21, -0.50, 0.89, -0.72, -0.39, -0.73, -0.74, -0.25, -0.54, -0.60, -0.69, 0.10, 0.54, 0.32, 0.36, 0.54, 0.43, 0.51, -0.87, -0.73, -0.41, -0.82, 0.03, 0.47, 0.45, 0.51, 0.36, 0.38, 0.34, 0.38, -0.81, -0.65, -0.27, -0.72, 0.02, -0.10, 0.63, 0.32, 0.45, 0.23, 0.70, 0.24, -0.49, -0.55, -0.59, -0.87, 0.64, -0.24, 0.30, 0.35, 0.37, 0.89, -0.09, 0.27]}


{"formula": "C7Cl4NO2S", "method": "ωB97M-V/def2-TZVPD", "charge": -1, "molar_mass_g_mol": 304.0, "lumo_ha": 0.0356, "e_tot_ha": -2710.98875, "homo_ev": -4.65, "species": ["S", "C", "N", "Cl", "C", "C", "Cl", "C", "O", "C", "O", "C", "Cl", "C", "Cl"], "xyz": [[-0.435, 2.040, 0.426], [-1.525, 3.183, 0.010], [-2.290, 4.043, -0.274], [3.419, -1.013, 0.015], [1.718, -0.850, 0.034], [1.032, -0.924, 1.233], [1.834, -1.218, 2.703], [-0.421, -0.772, 1.333], [-1.038, -0.786, 2.389], [-1.188, -0.567, -0.015], [-2.411, -0.588, -0.020], [-0.363, -0.594, -1.240], [-1.237, -0.582, -2.697], [1.014, -0.694, -1.215], [1.891, -0.678, -2.682]], "mulliken_charge": [-0.27, 0.29, -0.61, -0.18, 0.31, 0.27, -0.18, 0.25, -0.60, 0.01, -0.61, 0.48, -0.17, 0.21, -0.20]}


{"formula": "C7H10", "method": "ωB97M-V/def2-TZVPD", "charge": 0, "molar_mass_g_mol": 94.2, "lumo_ha": 0.0143, "e_tot_ha": -272.41735, "homo_ev": -8.22, "species": ["C", "C", "C", "C", "C", "C", "C", "H", "H", "H", "H", "H", "H", "H", "H", "H", "H"], "xyz": [[-1.630, -0.170, 0.552], [-0.853, -1.031, -0.393], [-1.250, 0.383, -0.791], [0.229, 0.801, -0.879], [0.961, 1.330, 0.413], [1.432, -0.111, 0.620], [0.640, -0.638, -0.425], [-2.680, -0.436, 0.652], [-1.178, 0.183, 1.475], [-1.233, -1.979, -0.762], [-2.012, 0.686, -1.503], [0.550, 1.251, -1.819], [0.259, 1.734, 1.149], [1.765, 2.058, 0.261], [2.460, -0.384, 0.822], [1.314, -1.858, 0.902], [1.226, -1.818, -0.274]], "mulliken_charge": [-0.65, -0.22, -0.46, 0.10, -0.96, -0.57, -0.13, 0.27, 0.13, 0.41, 0.39, 0.51, 0.26, 0.29, 0.37, 0.14, 0.11]}